[1]
C5H11N | the ωB97M-V functional and the def2-TZVPD basis

Structure (XYZ):
```
17
Properties=species:S:1:pos:R:3:forces:R:3
C 1.225 -0.048 -0.850 0.073 -0.116 -0.143
N 0.072 0.490 -0.114 -0.102 0.076 -0.122
C 0.101 0.343 1.356 0.103 0.187 0.165
C -1.008 -0.345 0.663 0.122 -0.260 0.029
C -0.536 1.677 -0.719 0.011 0.168 -0.010
C -0.818 -1.828 0.477 0.001 -0.205 -0.021
H 1.176 -1.136 -0.899 0.012 0.121 0.050
H 1.216 0.346 -1.868 -0.069 -0.072 0.089
H 2.161 0.247 -0.370 -0.084 0.003 -0.068
H -0.058 1.270 1.913 -0.043 -0.104 -0.107
H 1.006 -0.187 1.685 -0.152 0.009 -0.069
H -1.253 1.341 -1.471 0.121 0.079 0.030
H 0.220 2.324 -1.177 -0.006 -0.052 0.125
H -1.083 2.226 0.045 0.033 -0.081 -0.043
H -1.404 -2.333 1.253 0.053 0.087 -0.102
H -1.229 -2.161 -0.484 0.049 0.036 0.156
H 0.214 -2.228 0.561 -0.123 0.126 0.042
```
Positions in Å, forces in eV/Å.

Summary:
**E**: -6849.8245 eV
**ΔE to the lowest compared entry with this formula, charge and spin**: 357.39 kJ/mol


[2]
C5H11N | the ωB97M-V functional and the def2-TZVPD basis

Structure (XYZ):
```
17
Properties=species:S:1:pos:R:3:forces:R:3
C -1.751 0.745 -0.998 0.161 -0.062 -0.200
C -1.338 0.316 0.411 -0.163 0.208 0.246
N -0.360 -0.744 0.658 -0.120 -0.053 0.132
C 0.457 -1.497 -0.258 -0.062 -0.229 -0.223
C 1.076 -0.661 0.807 0.154 0.148 0.003
C 1.927 0.514 0.392 -0.081 0.055 0.036
H -2.393 1.631 -0.896 0.139 -0.229 -0.060
H -0.918 1.019 -1.652 0.030 -0.023 0.133
H -2.340 -0.025 -1.508 0.171 0.041 0.102
H -1.046 1.209 0.979 0.238 -0.160 -0.102
H -2.264 -0.016 0.896 0.085 -0.018 0.029
H 0.440 -2.578 -0.139 -0.168 0.052 -0.113
H 0.582 -1.161 -1.294 -0.026 0.033 0.323
H 1.446 -1.143 1.719 -0.173 0.002 -0.277
H 2.980 0.206 0.425 -0.199 0.109 -0.071
H 1.810 1.353 1.085 0.002 0.020 -0.129
H 1.693 0.834 -0.628 0.011 0.107 0.170
```
Positions in Å, forces in eV/Å.

Summary:
**E**: -6851.9251 eV
**ΔE to the lowest compared entry with this formula, charge and spin**: 154.71 kJ/mol


[3]
C5H11N | the ωB97M-V functional and the def2-TZVPD basis

Structure (XYZ):
```
17
Properties=species:S:1:pos:R:3:forces:R:3
C 2.537 0.494 0.221 0.065 0.023 0.006
C 1.247 -0.321 0.261 -0.021 -0.016 0.004
C 0.060 0.604 0.527 0.009 0.089 0.008
N -1.423 -0.669 -0.897 -0.493 0.041 -0.189
C -1.312 -0.046 0.418 0.028 0.069 0.129
C -2.583 -0.852 -1.355 0.158 0.024 -0.030
H 2.465 1.270 -0.551 0.056 -0.122 0.110
H 3.415 -0.121 -0.002 -0.120 0.053 0.048
H 2.708 1.000 1.179 0.021 -0.072 -0.128
H 1.091 -0.831 -0.696 0.022 0.093 0.167
H 1.311 -1.105 1.029 -0.037 0.151 -0.068
H 0.088 1.404 -0.225 0.034 -0.019 0.126
H 0.166 1.085 1.508 -0.016 -0.053 -0.107
H -1.487 -0.783 1.216 0.191 -0.027 -0.200
H -2.085 0.730 0.527 0.066 -0.159 0.071
H -3.500 -0.653 -0.784 0.057 0.127 -0.059
H -2.697 -1.205 -2.378 -0.019 -0.202 0.110
```
Positions in Å, forces in eV/Å.

Summary:
**E**: -6852.7282 eV
**ΔE to the lowest compared entry with this formula, charge and spin**: 77.22 kJ/mol


For each record above, in turn, the calculated HOMO energy values are -0.253; -0.309; -0.355 hartree.